Here is one molecule with the formula C9H11ClN2O from the OMol25 dataset. Energies are from ωB97M-V/def2-TZVPD.

Last column: Mulliken charge in e.
Cartesian coordinates (Å):
C: -2.684 -0.539 -0.230  0.492
C: -3.762 0.395 -0.230  -0.306
C: -3.453 1.723 -0.164  -0.403
C: -1.158 1.211 0.221  -0.159
C: -1.393 -0.155 0.063  0.334
C: 0.569 -0.882 1.245  -0.966
C: 1.874 -0.420 0.684  0.264
C: 2.411 -1.176 -0.585  -0.779
C: 2.940 0.187 -1.149  -0.504
H: -4.781 -0.020 -0.508  0.296
H: -4.124 2.481 -0.508  0.389
H: -0.116 1.653 0.322  0.391
H: 0.199 -0.189 2.083  0.414
H: 0.790 -1.875 1.706  0.370
H: 2.656 -0.503 1.446  0.399
H: 3.044 -2.050 -0.360  0.360
H: 1.637 -1.543 -1.174  0.246
H: 2.638 0.297 -2.177  0.321
H: 4.020 0.245 -0.869  0.295
H: 2.362 1.627 0.286  0.221
N: -2.140 2.098 0.083  -0.582
N: 1.924 0.836 -0.152  -0.463
O: -0.451 -1.153 0.267  -0.439
Cl: -3.004 -2.249 -0.298  -0.192

E_LUMO	0.79	eV
SMILES	Clc1ccncc1OC[C@H]1CCN1
HOMO energy	-9.0	eV
energy relative to the best compared isomer or geometry (same formula, charge and spin)	3.467	eV
calculated total energy	-994.40683	Eh

=====

Here is C9H11ClN2O3Tc as an isolated structure from the OMol25 dataset. Energies are from ωB97M-V/def2-TZVPD.

Last column: Löwdin spin population.
Cartesian coordinates (Å):
Cl: 2.085 -1.287 -1.007  0.376
C: -1.904 -1.139 -0.381  0.039
C: -2.076 -0.973 1.060  0.271
C: -1.109 -1.758 1.703  0.027
H: -2.799 -0.301 1.531  0.010
C: -0.292 -2.440 0.764  0.258
C: -0.802 -2.097 -0.561  0.033
H: -0.546 -2.627 -1.473  0.008
H: -2.699 -0.970 -1.113  0.002
H: -0.962 -1.832 2.771  -0.002
C: 0.857 -3.313 1.091  0.046
Tc: 0.034 -0.151 -0.504  1.612
C: -1.318 1.137 -0.860  0.046
C: 0.490 0.022 -2.370  0.037
O: -2.112 1.936 -1.144  0.043
O: 0.791 0.014 -3.493  0.053
H: 1.350 -3.022 2.034  0.003
H: 1.623 -3.246 0.304  0.008
H: 0.555 -4.370 1.087  0.020
N: 0.829 3.738 1.128  0.007
C: 1.056 2.823 0.156  0.009
N: 1.353 3.271 -1.093  0.009
O: 1.003 1.580 0.434  0.085
H: 0.872 4.740 0.957  0.000
H: 0.576 3.402 2.045  0.000
H: 1.608 2.603 -1.807  0.000
H: 1.537 4.262 -1.263  0.000

E_LUMO (spin up / spin down)	-8.95 / -11.36	eV
net charge	+2
HOMO energy (spin up / spin down)	-15.5 / -17.7	eV
energy relative to the best compared isomer or geometry (same formula, charge and spin)	0.000	eV
2S+1	4
calculated total energy	-1225.11080	Eh

=====

Here is a 2-piece molecular cluster, C9H11ClSi overall from the OMol25 dataset. Energies are from ωB97M-V/def2-TZVPD.

Last column: Mulliken charge in e.
Cartesian coordinates (Å):
C: -3.030 1.853 0.512  -0.398
C: -2.660 1.349 -0.754  -0.627
C: -2.257 1.594 1.593  -0.358
C: -1.457 0.735 -0.897  -0.373
C: -1.004 0.967 1.493  -0.541
C: -0.591 0.489 0.218  0.754
C: 2.143 -0.977 2.536  -0.460
C: 1.740 -1.357 1.292  -0.315
C: 1.590 -0.785 -1.919  -0.990
Si: 1.072 -0.396 -0.071  0.375
Cl: 2.337 2.760 -0.241  -0.636
H: -4.032 2.263 0.769  0.305
H: -3.297 1.412 -1.524  0.493
H: -2.392 2.076 2.610  0.255
H: -1.117 0.637 -1.920  0.191
H: -0.489 0.785 2.334  0.442
H: 2.484 -1.605 3.366  0.274
H: 2.346 0.089 2.793  0.290
H: 1.990 -2.414 1.044  0.288
H: 0.684 -0.870 -2.607  0.305
H: 2.139 0.024 -2.264  0.357
H: 2.177 -1.694 -1.905  0.368

E_LUMO	-1.53	eV
HOMO energy	-8.1	eV
energy relative to the best compared isomer or geometry (same formula, charge and spin)	4.016	eV
calculated total energy	-1099.12814	Eh

=====

Here is an isolated ion of composition C9H11F3NO2 and charge +1 from the OMol25 dataset. Energies are from ωB97M-V/def2-TZVPD.

Last column: Mulliken charge in e.
Cartesian coordinates (Å):
C: 0.057 1.742 -0.182  -0.629
C: 0.439 -1.015 -0.024  -0.543
C: 1.337 1.282 -0.072  0.533
C: 1.569 -0.138 -0.097  0.088
C: -1.089 0.905 -0.253  0.466
C: -0.798 -0.459 -0.228  0.369
C: 2.448 2.240 0.138  -1.943
C: -2.859 -1.738 0.954  -0.473
C: 2.969 -0.618 -0.114  0.866
N: -2.378 1.420 -0.286  -0.460
O: -1.580 -2.853 -0.597  -0.315
O: -2.105 -1.542 -0.311  -0.033
F: 3.006 -1.960 -0.182  -0.276
F: 3.649 -0.125 -1.180  -0.261
F: 3.725 -0.220 0.898  -0.249
H: -0.223 2.696 0.004  0.467
H: 0.482 -2.169 -0.182  0.440
H: 3.409 2.168 -0.400  0.357
H: 2.209 3.186 -0.219  0.521
H: 2.601 2.269 1.129  0.447
H: -3.494 -0.779 0.814  0.294
H: -3.485 -2.702 0.759  0.266
H: -2.270 -1.735 1.858  0.281
H: -2.483 2.392 -0.085  0.193
H: -3.091 0.877 -0.728  0.235
H: -2.042 -3.123 -1.412  0.359

E_LUMO	-3.93	eV
net charge	+1
HOMO energy	-12.7	eV
energy relative to the best compared isomer or geometry (same formula, charge and spin)	4.821	eV
calculated total energy	-853.93919	Eh

=====

Here is one molecule with the formula C9H11FO2 from the OMol25 dataset. Energies are from ωB97M-V/def2-TZVPD.

Last column: Mulliken charge in e.
Cartesian coordinates (Å):
C: -2.985 -0.044 -1.382  -0.860
C: 2.837 0.292 -1.551  -1.169
C: -0.042 -2.958 1.799  -0.805
C: -2.239 0.509 -0.376  -0.214
C: 1.948 0.299 -0.570  0.121
C: 0.041 -2.156 0.745  0.174
C: -1.213 -0.211 0.388  0.570
C: 1.010 1.384 -0.362  -0.409
C: 0.371 1.434 1.060  -0.027
O: -0.979 -1.463 0.249  -0.246
O: -0.693 0.531 1.479  -0.339
F: -0.038 2.754 1.179  -0.332
H: -3.688 0.600 -1.908  0.272
H: -2.911 -1.074 -1.723  0.295
H: 3.484 -0.450 -1.707  0.372
H: 3.125 1.146 -2.105  0.286
H: 0.802 -3.290 2.268  0.308
H: -0.956 -3.121 2.482  0.199
H: -2.489 1.485 -0.104  0.426
H: 1.739 -0.481 0.108  0.279
H: 1.158 1.175 1.777  0.410
H: 1.541 2.322 -0.628  0.454
H: 0.177 1.317 -1.118  0.235

E_LUMO (spin up / spin down)	-0.33 / -0.83	eV
HOMO energy (spin up / spin down)	-8.8 / -7.6	eV
energy relative to the best compared isomer or geometry (same formula, charge and spin)	6.371	eV
calculated total energy	-599.63120	Eh

=====

Here is C9H11IN2S as an isolated structure from the OMol25 dataset. Energies are from ωB97M-V/def2-TZVPD.

Last column: Mulliken charge in e.
Cartesian coordinates (Å):
C: -0.750 -2.881 -0.301  -0.275
C: -0.867 -2.149 0.853  -0.818
C: 0.205 -2.522 -1.210  -1.096
C: 0.016 -1.111 1.105  -0.181
C: 1.047 -1.446 -1.031  -0.018
C: 1.053 -0.699 0.164  0.777
C: -1.767 0.373 -1.630  -0.234
C: -0.457 3.124 1.471  -0.892
C: 1.765 0.520 0.535  -1.025
N: -1.387 0.324 -2.732  -0.065
N: -0.459 2.211 0.351  -0.117
S: 0.997 1.972 -0.408  -0.037
I: 3.735 0.422 -0.352  0.088
H: -1.462 -3.693 -0.223  0.353
H: -1.543 -2.507 1.528  0.509
H: 0.183 -3.064 -2.089  0.405
H: 0.001 -0.547 2.089  0.147
H: 1.691 -0.958 -1.735  0.386
H: 0.233 3.861 1.363  0.342
H: -1.478 3.662 1.642  0.300
H: -0.297 2.602 2.365  0.323
H: 1.732 0.666 1.588  0.617
H: -0.942 0.234 -3.527  0.247
H: -1.250 1.607 0.183  0.263

E_LUMO	0.38	eV
HOMO energy	-8.5	eV
energy relative to the best compared isomer or geometry (same formula, charge and spin)	0.000	eV
calculated total energy	-1154.82399	Eh

=====

Here is one molecule with the formula C9H11IN6OS from the OMol25 dataset. Energies are from ωB97M-V/def2-TZVPD.

Last column: Mulliken charge in e.
Cartesian coordinates (Å):
O: -3.814 1.254 2.988  -0.607
I: -2.030 3.695 3.916  0.177
N: -0.489 -2.430 -1.179  -0.617
N: 0.618 -0.692 -0.019  -0.199
N: 2.517 0.296 -1.051  -0.591
S: 1.974 1.205 1.375  -0.174
C: -2.855 1.245 2.238  0.811
C: -0.204 -3.098 -2.272  -0.319
C: 1.642 0.174 -0.026  -0.064
C: 0.494 -1.505 -1.046  1.035
C: 2.368 -0.489 -2.090  0.196
C: 1.366 -1.490 -2.146  0.129
N: 3.241 -0.312 -3.105  -0.550
N: 0.912 -2.546 -2.917  -0.104
N: -1.807 2.132 2.433  -0.440
C: -2.871 0.214 1.101  -0.901
C: 0.423 1.216 2.342  -0.466
C: -0.602 2.120 1.663  -0.667
H: -0.761 -3.990 -2.568  0.397
H: 3.965 0.337 -2.804  0.290
H: 3.545 -1.195 -3.505  0.236
H: 1.324 -2.851 -3.808  0.188
H: -2.830 0.694 0.105  0.275
H: -3.751 -0.415 1.175  0.328
H: -1.995 -0.401 1.142  0.212
H: 0.591 1.627 3.330  0.405
H: 0.018 0.194 2.467  0.315
H: -0.751 1.863 0.604  0.387
H: -0.234 3.147 1.654  0.318

E_LUMO	-0.71	eV
SMILES	CC(=O)N(I)CCSc1nc(N)c2[nH]cnc2n1
HOMO energy	-8.3	eV
energy relative to the best compared isomer or geometry (same formula, charge and spin)	0.000	eV
calculated total energy	-1449.22947	Eh

=====

Here is one molecule with the formula C9H11N from the OMol25 dataset. Energies are from ωB97M-V/def2-TZVPD.

Last column: Mulliken charge in e.
Cartesian coordinates (Å):
C: -2.045 -0.732 0.498  -0.366
C: -3.176 -0.003 -0.142  -0.629
C: -1.082 -1.640 -0.182  -0.230
C: -2.113 0.756 0.199  0.183
C: -1.032 1.631 0.246  -0.546
C: 0.246 1.306 0.073  -0.339
C: 0.836 -0.069 -0.199  1.551
C: 1.752 -0.253 1.059  -1.322
C: 1.865 0.104 -1.405  -1.432
N: 0.147 -1.342 -0.428  -0.547
H: -2.136 -1.099 1.506  0.360
H: -4.000 -0.109 -0.789  0.396
H: -1.255 -2.780 -0.128  0.327
H: -1.249 2.770 0.471  0.175
H: 1.021 2.155 0.106  0.217
H: 2.774 -0.410 0.600  0.285
H: 1.536 -1.110 1.668  0.397
H: 1.682 0.676 1.522  0.348
H: 2.458 -0.855 -1.172  0.341
H: 2.406 1.018 -1.183  0.409
H: 1.368 -0.011 -2.320  0.424

E_LUMO	0.61	eV
SMILES	CC1(C)C=CC2=C[C@H]2C=N1
HOMO energy	-8.4	eV
energy relative to the best compared isomer or geometry (same formula, charge and spin)	4.028	eV
calculated total energy	-404.10203	Eh

=====

Here is an isolated ion of composition C9H11N2O and charge +1 from the OMol25 dataset. Energies are from ωB97M-V/def2-TZVPD.

Last column: Mulliken charge in e.
Cartesian coordinates (Å):
C: 0.567 2.146 -3.084  -0.687
C: 0.796 0.789 -3.232  -0.551
C: 0.127 2.617 -1.828  -0.394
C: 0.525 -0.006 -2.155  -0.259
C: -0.155 1.834 -0.740  -0.639
C: 0.000 0.452 -0.934  0.830
C: 0.050 -1.366 2.356  -0.429
C: -0.257 -0.122 1.522  -0.727
C: -0.465 -2.455 1.469  -0.575
N: -0.099 -0.475 0.171  0.143
N: -0.342 -1.969 0.112  0.642
O: -0.347 -2.570 -0.928  -0.463
H: 0.818 2.739 -3.895  0.465
H: 1.244 0.207 -4.032  0.375
H: -0.016 3.665 -1.553  0.327
H: 0.822 -1.010 -2.340  0.288
H: -0.418 2.332 0.082  0.548
H: 1.178 -1.511 2.483  0.287
H: -0.605 -1.263 3.365  0.334
H: -1.190 0.194 1.919  0.317
H: 0.503 0.604 1.766  0.460
H: -0.026 -3.351 1.498  0.409
H: -1.592 -2.686 1.407  0.300

E_LUMO (spin up / spin down)	-5.76 / -5.76	eV
SMILES	O=[N+]1CCCN1c1ccccc1
net charge	+1
HOMO energy (spin up / spin down)	-12.8 / -12.8	eV
energy relative to the best compared isomer or geometry (same formula, charge and spin)	4.467	eV
calculated total energy	-533.88817	Eh

=====

Here is C9H11N2O10P2W as an isolated structure from the OMol25 dataset. Energies are from ωB97M-V/def2-TZVPD.

Last column: Mulliken charge in e.
Cartesian coordinates (Å):
W: 0.181 0.066 0.355  2.001
O: 3.947 -0.943 -0.784  -0.491
C: 2.918 -0.909 -0.200  0.141
O: 1.895 -0.056 -0.492  -0.687
C: 2.532 -1.767 0.971  0.815
C: 3.304 -2.691 1.642  -0.646
C: 2.737 -3.328 2.745  -0.213
C: 1.432 -3.036 3.139  -0.637
C: 0.729 -2.115 2.394  0.780
N: 1.286 -1.518 1.350  -0.066
C: -0.685 -1.645 2.592  0.299
O: -1.406 -1.971 3.473  -0.507
O: -1.026 -0.808 1.579  -0.459
H: 4.315 -2.895 1.317  0.511
H: 3.316 -4.051 3.304  0.468
H: 0.968 -3.508 3.994  0.510
N: -0.964 2.619 -2.938  -0.187
C: -1.998 1.605 -2.627  0.160
C: -3.210 2.104 -1.913  -1.262
P: 0.567 2.652 1.215  -0.056
O: -0.821 3.233 1.807  -0.447
O: -0.114 1.896 -0.133  -0.273
O: 0.702 1.171 1.890  -0.434
P: -1.387 0.080 -2.769  0.670
O: -2.567 -0.952 -2.800  -0.504
O: -0.138 -0.118 -3.512  -0.718
O: -0.761 -0.472 -1.037  -0.444
H: -0.575 3.038 -2.086  0.197
H: -1.332 3.362 -3.534  0.377
H: -0.195 2.161 -3.444  0.390
H: -2.971 2.594 -0.961  0.278
H: -3.870 1.267 -1.691  0.344
H: -3.789 2.805 -2.520  0.396
H: -0.701 4.007 2.373  0.353
H: -2.319 -1.880 -2.697  0.342

E_LUMO	-4.96	eV
net charge	+1
HOMO energy	-11.3	eV
energy relative to the best compared isomer or geometry (same formula, charge and spin)	0.358	eV
calculated total energy	-1961.31844	Eh